(1)
{
  "formula": "C21H24BrNO4S",
  "method": "wB97M-V/def2-TZVPD",
  "species": ["C", "C", "C", "O", "C", "C", "C", "C", "C", "C", "C", "O", "N", "C", "C", "C", "C", "C", "C", "Br", "C", "C", "C", "C", "S", "O", "O", "C", "H", "H", "H", "H", "H", "H", "H", "H", "H", "H", "H", "H", "H", "H", "H", "H", "H", "H", "H", "H", "H", "H", "H", "H"],
  "coordinates": [[-1.384, -3.894, -3.929], [0.137, -3.932, -3.844], [0.753, -2.605, -4.277], [0.327, -1.623, -3.355], [0.656, -0.320, -3.560], [1.531, 0.143, -4.535], [1.806, 1.497, -4.632], [1.209, 2.405, -3.777], [0.321, 1.953, -2.815], [0.054, 0.600, -2.685], [-0.991, 0.119, -1.730], [-2.157, 0.439, -1.867], [-0.592, -0.724, -0.736], [0.800, -0.958, -0.404], [1.200, -0.288, 0.888], [1.568, -1.012, 2.013], [1.882, -0.362, 3.195], [1.843, 1.018, 3.269], [1.496, 1.736, 2.136], [1.456, 3.640, 2.204], [1.176, 1.102, 0.951], [-1.649, -1.275, 0.097], [-1.383, -2.717, 0.552], [-2.501, -3.078, 1.502], [-2.406, -1.640, 2.621], [-1.279, -1.820, 3.497], [-3.672, -1.339, 3.224], [-1.962, -0.428, 1.334], [-1.704, -3.760, -4.960], [-1.770, -3.066, -3.340], [-1.810, -4.822, -3.554], [0.444, -4.134, -2.816], [0.532, -4.724, -4.481], [1.850, -2.679, -4.274], [0.419, -2.344, -5.290], [2.001, -0.544, -5.221], [2.491, 1.841, -5.392], [1.423, 3.458, -3.863], [-0.178, 2.650, -2.159], [1.405, -0.544, -1.212], [0.993, -2.032, -0.356], [1.611, -2.090, 1.975], [2.149, -0.936, 4.068], [2.078, 1.531, 4.188], [0.900, 1.676, 0.079], [-2.539, -1.277, -0.547], [-0.452, -2.770, 1.116], [-1.327, -3.381, -0.311], [-2.326, -3.991, 2.061], [-3.483, -3.084, 1.040], [-2.799, 0.244, 1.182], [-1.100, 0.120, 1.699]],
  "max_force_ev_per_a": 0.85,
  "de_lowest_ev": 0.0091,
  "smiles": "CCCOc1ccccc1C(=O)N(Cc1cccc(Br)c1)[C@H]1CCS(=O)(=O)C1",
  "homo_lumo_gap_ev": 9.483,
  "charge": 0,
  "spin_multiplicity": 1
}

=====

(2)
{
  "formula": "C21H24CaN5OS2Si",
  "method": "wB97M-V/def2-TZVPD",
  "species": ["Ca", "C", "Si", "C", "C", "N", "C", "C", "C", "C", "C", "C", "O", "C", "C", "C", "C", "C", "C", "H", "H", "H", "H", "H", "H", "H", "H", "H", "H", "H", "H", "H", "H", "H", "H", "H", "H", "N", "C", "N", "C", "C", "S", "C", "C", "S", "C", "N", "N", "H", "H", "H", "H", "H", "H"],
  "coordinates": [[-0.087, -0.803, -0.149], [2.473, 2.515, -2.052], [0.833, 2.134, -1.235], [-0.144, 3.705, -0.976], [-0.151, 1.019, -2.421], [0.939, 1.157, 0.172], [1.261, 1.559, 1.453], [2.008, 2.703, 1.790], [2.281, 3.030, 3.106], [1.831, 2.233, 4.155], [1.096, 1.096, 3.862], [0.827, 0.793, 2.543], [0.089, -0.390, 2.252], [-1.293, -0.303, 2.236], [-1.966, -1.521, 2.187], [-3.354, -1.527, 2.099], [-4.055, -0.331, 2.030], [-3.362, 0.875, 2.056], [-1.979, 0.903, 2.156], [2.334, 3.052, -2.993], [3.023, 1.596, -2.275], [3.107, 3.134, -1.414], [-0.249, 4.259, -1.912], [0.337, 4.367, -0.253], [-1.147, 3.482, -0.604], [-0.298, 1.516, -3.382], [-1.166, 0.798, -2.059], [0.361, 0.076, -2.658], [2.380, 3.334, 0.991], [2.858, 3.921, 3.317], [2.053, 2.488, 5.181], [0.728, 0.443, 4.644], [-1.402, -2.442, 2.287], [-3.883, -2.472, 2.110], [-5.135, -0.335, 1.975], [-3.905, 1.809, 2.003], [-1.434, 1.837, 2.187], [3.478, -1.205, -0.462], [2.815, -2.165, -1.139], [1.508, -2.169, -1.254], [1.061, -3.250, -1.996], [2.033, -4.083, -2.420], [3.582, -3.511, -1.904], [-0.383, -3.324, -2.262], [-0.990, -4.053, -3.221], [-2.689, -3.777, -3.197], [-2.472, -2.653, -1.905], [-1.231, -2.515, -1.507], [-3.508, -1.951, -1.374], [2.980, -0.347, -0.244], [4.481, -1.164, -0.492], [1.945, -4.993, -2.989], [-0.542, -4.701, -3.955], [-4.440, -2.172, -1.682], [-3.435, -1.675, -0.405]],
  "max_force_ev_per_a": 0.24,
  "de_lowest_ev": 0.0339,
  "homo_lumo_gap_ev": 7.668,
  "charge": 1,
  "spin_multiplicity": 1
}

=====

(3)
{
  "formula": "C21H24Cl3INO4RhS",
  "method": "wB97M-V/def2-TZVPD",
  "species": ["Rh", "O", "S", "C", "C", "C", "C", "C", "C", "C", "C", "C", "C", "C", "C", "H", "H", "H", "H", "H", "H", "H", "H", "H", "H", "N", "C", "O", "C", "I", "H", "H", "H", "H", "Cl", "C", "Cl", "Cl", "C", "O", "O", "C", "C", "C", "C", "C", "H", "H", "H", "H", "H", "H", "H", "H", "H", "H"],
  "coordinates": [[-0.109, -0.380, 0.027], [-0.167, -2.218, 1.270], [0.133, -3.559, 0.622], [-1.182, -4.621, 1.205], [-1.349, -5.858, 0.601], [-2.375, -6.683, 1.033], [-3.228, -6.257, 2.043], [-3.059, -5.007, 2.623], [-2.030, -4.176, 2.205], [1.478, -4.229, 1.584], [1.780, -3.682, 2.820], [2.846, -4.203, 3.537], [3.594, -5.250, 3.015], [3.286, -5.779, 1.770], [2.226, -5.262, 1.040], [-0.692, -6.173, -0.201], [-2.518, -7.650, 0.572], [-4.036, -6.898, 2.370], [-3.734, -4.674, 3.400], [-1.889, -3.189, 2.626], [1.187, -2.860, 3.199], [3.096, -3.789, 4.505], [4.430, -5.648, 3.576], [3.880, -6.584, 1.358], [1.995, -5.652, 0.056], [1.072, 1.174, 2.556], [-0.261, 1.255, 2.743], [-1.061, 0.735, 1.980], [-0.674, 2.015, 3.987], [-2.735, 2.448, 4.065], [1.385, 0.690, 1.724], [1.733, 1.675, 3.120], [-0.138, 2.959, 4.048], [-0.434, 1.422, 4.867], [4.657, -1.385, -1.520], [3.310, -0.555, -2.347], [3.748, 1.130, -2.634], [2.984, -1.348, -3.886], [2.088, -0.677, -1.394], [1.941, 0.259, -0.552], [1.373, -1.676, -1.478], [-2.980, 1.776, -2.579], [-1.614, 1.496, -1.947], [-1.279, 2.616, -0.949], [-0.542, 1.497, -3.049], [-1.632, 0.165, -1.241], [-2.994, 2.753, -3.070], [-3.767, 1.766, -1.822], [-3.220, 1.018, -3.328], [-1.302, 3.593, -1.440], [-0.273, 2.476, -0.538], [-1.985, 2.624, -0.117], [-0.515, 2.463, -3.562], [-0.741, 0.721, -3.790], [0.450, 1.316, -2.628], [-2.480, -0.497, -1.413]],
  "max_force_ev_per_a": 0.50,
  "de_lowest_ev": 0.2193,
  "homo_lumo_gap_ev": [6.592, 9.112],
  "s_squared": 6.008,
  "charge": 0,
  "spin_multiplicity": 5
}